No. 1
Below is a structure of composition C16H26OTc, with properties calculated with the ωB97M-V functional and the def2-TZVPD basis.

## Properties
- ΔE to the lowest compared entry with this formula, charge and spin: 0.023 eV
- Gap between HOMO and LUMO (spin up / spin down): 6.223 / 6.485 eV
- E_LUMO (spin up / spin down): -18.408 / -18.143 eV
- Multiplicity: 4
- Charge: +4

Last column: Löwdin charge in e.
Cartesian coordinates (Å):
Tc -0.259 0.011 0.321  1.80
C -2.747 1.118 -1.581  0.03
C -1.367 0.554 -1.693  -0.22
C -0.233 1.442 -1.703  -0.16
C -0.413 2.910 -1.819  0.05
C 1.092 0.888 -1.531  -0.18
C 2.259 1.780 -1.329  0.03
C 1.291 -0.546 -1.659  -0.12
C 2.645 -1.099 -1.826  0.06
C 0.142 -1.422 -1.592  -0.20
C 0.337 -2.890 -1.446  0.03
C -1.182 -0.873 -1.764  -0.17
C -2.345 -1.782 -1.926  0.05
H -3.127 1.292 -2.603  0.17
H -2.769 2.083 -1.077  0.12
H -3.448 0.430 -1.109  0.12
H -0.445 3.399 -0.833  0.15
H -1.338 3.160 -2.337  0.13
H 0.430 3.357 -2.351  0.13
H 2.627 2.058 -2.335  0.17
H 3.091 1.295 -0.822  0.12
H 2.003 2.716 -0.835  0.12
H 3.101 -1.319 -0.844  0.16
H 3.313 -0.391 -2.319  0.13
H 2.627 -2.045 -2.369  0.14
H 0.413 -3.319 -2.462  0.17
H -0.511 -3.384 -0.973  0.12
H 1.259 -3.147 -0.928  0.12
H -2.728 -2.139 -0.956  0.15
H -2.056 -2.674 -2.486  0.13
H -3.171 -1.289 -2.438  0.13
C 0.789 -0.388 4.539  -0.12
C -0.511 0.417 4.552  -0.11
C -1.175 0.064 3.251  -0.03
O 0.064 -0.045 2.238  -0.42
C 1.383 -0.141 3.190  0.01
H 0.621 -1.449 4.718  0.15
H 1.481 -0.002 5.295  0.17
H -0.341 1.490 4.637  0.15
H -1.160 0.090 5.370  0.17
H -1.815 0.838 2.825  0.13
H -1.605 -0.934 3.219  0.14
H 1.825 0.842 3.046  0.14
H 1.952 -0.954 2.746  0.13

---

No. 2
Below is a structure of composition C14H10FN2O10S2, with properties calculated with the ωB97M-V functional and the def2-TZVPD basis.

## Properties
- Gap between HOMO and LUMO: 6.080 eV
- E_LUMO: -0.059 eV
- Multiplicity: 1
- Charge: -1

Last column: Löwdin charge in e.
Cartesian coordinates (Å):
O 0.567 -0.905 -3.427  0.17
C 0.216 -0.493 -4.470  -0.49
F 0.202 -1.294 -5.565  0.12
N -0.205 0.829 -4.732  0.13
C -1.361 0.925 -5.601  -0.47
O -1.301 0.922 -6.788  0.12
S -2.945 1.123 -4.711  0.50
O -2.785 0.421 -3.459  -0.34
O -3.055 2.554 -4.629  -0.30
N -3.891 0.444 -5.747  -0.35
S -5.105 -0.441 -5.193  0.51
O -5.208 -1.648 -5.971  -0.39
O -6.296 0.345 -5.020  -0.38
H 0.551 1.312 -5.213  0.15
H -4.714 -0.806 -3.961  0.05
C 3.726 0.631 1.425  0.02
C 3.746 1.271 0.261  0.02
C 2.951 0.786 -0.899  -0.37
O 2.986 1.369 -1.960  0.11
C 2.130 -0.439 -0.707  0.04
C 2.118 -1.075 0.462  0.03
C 2.911 -0.594 1.614  -0.38
O 2.897 -1.174 2.682  0.06
H 4.295 0.964 2.284  0.12
H 4.333 2.166 0.099  0.12
H 1.553 -0.772 -1.562  0.09
H 1.529 -1.968 0.628  0.12
C 1.235 -0.758 5.195  0.03
C 0.911 -1.378 6.327  0.02
C -0.331 -1.044 7.067  -0.39
O -0.624 -1.608 8.101  0.09
C -1.205 0.012 6.496  0.02
C -0.886 0.636 5.366  0.02
C 0.359 0.302 4.626  -0.37
O 0.646 0.878 3.600  0.11
H 2.135 -0.986 4.639  0.09
H 1.530 -2.153 6.762  0.12
H -2.106 0.238 7.051  0.12
H -1.507 1.409 4.932  0.12

---

No. 3
Below is the molecule C6H12O in a non-equilibrium geometry, with properties calculated with the ωB97M-V functional and the def2-TZVPD basis.

## Properties
- ΔE to the lowest compared entry with this formula, charge and spin: 1.963 eV
- Gap between HOMO and LUMO: 10.140 eV
- SMILES: CC1(O)CCCC1
- E_LUMO: 0.986 eV
- Multiplicity: 1

Last column: Löwdin charge in e.
Cartesian coordinates (Å):
C 1.854 -0.586 -0.733  -0.02
C 0.831 0.052 0.191  -0.50
O 1.296 0.360 1.466  0.00
C 0.066 1.232 -0.375  -0.14
C -1.308 1.115 0.272  -0.21
C -1.759 -0.312 -0.021  -0.23
C -0.541 -1.167 0.322  -0.09
H 2.765 -0.986 -0.264  0.08
H 2.099 -0.077 -1.675  0.08
H 1.065 -1.336 -0.801  0.05
H 2.043 -0.216 1.669  0.10
H 0.562 2.189 -0.170  0.13
H -0.010 1.120 -1.466  0.12
H -1.185 1.233 1.356  0.12
H -2.005 1.870 -0.089  0.11
H -2.001 -0.400 -1.091  0.11
H -2.670 -0.576 0.529  0.11
H -0.603 -2.123 -0.274  0.10
H -0.545 -1.507 1.362  0.09

---

No. 4
Below is the molecule C8H11FO2 in a non-equilibrium geometry, with properties calculated with the ωB97M-V functional and the def2-TZVPD basis.

## Properties
- ΔE to the lowest compared entry with this formula, charge and spin: 3.624 eV
- Gap between HOMO and LUMO (spin up / spin down): 8.792 / 6.123 eV
- E_LUMO (spin up / spin down): 0.810 / -0.774 eV
- Multiplicity: 1

Last column: Löwdin charge in e.
Cartesian coordinates (Å):
C 3.865 -0.238 1.434  0.16
C 2.957 0.149 0.694  -0.09
C 0.808 1.353 -0.094  -0.31
C -0.602 0.830 0.509  -0.35
C -0.393 -1.400 -0.224  -0.15
C 1.892 0.356 -0.130  -0.18
C -1.613 1.953 0.509  -0.04
C -0.216 -2.099 -1.457  -0.09
O -0.959 -0.142 -0.418  -0.07
O 0.520 1.806 -1.374  0.00
F 2.062 -0.193 -1.470  -0.03
H 4.742 -0.287 2.005  0.02
H 1.142 2.262 0.677  0.20
H -0.651 0.384 1.557  0.17
H 0.057 -1.851 0.650  0.12
H -2.532 1.613 1.041  0.10
H -1.783 2.208 -0.509  0.07
H -1.171 2.872 1.044  0.11
H -0.757 -3.025 -1.469  0.07
H 0.827 -2.276 -1.642  0.07
H -0.645 -1.506 -2.261  0.10
H 1.314 1.638 -1.927  0.12

---

No. 5
Below is the molecule C19H19ClFN5O3 in a non-equilibrium geometry, with properties calculated with the ωB97M-V functional and the def2-TZVPD basis.

## Properties
- Gap between HOMO and LUMO: 9.055 eV
- SMILES: COCCNC(=O)CN(C(=O)Cn1nnc2ccccc21)c1ccc(F)c(Cl)c1
- E_LUMO: -0.084 eV
- Multiplicity: 1

Last column: Löwdin charge in e.
Cartesian coordinates (Å):
C -2.730 -2.867 0.848  -0.12
H -2.567 -2.407 1.832  0.09
O -4.096 -2.846 0.508  -0.19
C -4.717 -1.590 0.610  -0.21
C -4.339 -0.589 -0.500  -0.13
N -3.188 0.233 -0.182  0.08
C -3.316 1.273 0.658  -0.48
O -4.332 1.520 1.274  0.06
C -2.093 2.190 0.830  -0.03
N -0.916 1.848 0.053  0.00
C -0.877 2.278 -1.241  -0.42
O -1.655 3.093 -1.678  0.10
C 0.153 1.615 -2.173  -0.01
N 0.361 0.234 -1.861  -0.07
C 1.521 -0.459 -1.694  -0.17
C 2.868 -0.149 -1.841  -0.03
C 3.762 -1.145 -1.529  -0.08
C 3.346 -2.412 -1.092  -0.07
C 2.018 -2.736 -0.959  0.00
C 1.090 -1.740 -1.267  -0.22
N -0.269 -1.718 -1.215  0.10
N -0.673 -0.565 -1.562  0.05
H 1.689 -3.707 -0.630  0.12
H 4.099 -3.148 -0.856  0.11
H 4.820 -0.950 -1.618  0.11
H 3.195 0.823 -2.176  0.11
H 1.109 2.141 -2.136  0.13
H -0.256 1.721 -3.185  0.14
C 0.106 1.121 0.692  -0.23
C 1.424 1.569 0.624  -0.04
C 2.443 0.837 1.209  -0.59
C 2.133 -0.338 1.887  -0.30
C 0.821 -0.757 2.012  0.02
C -0.193 -0.027 1.423  0.00
H -1.214 -0.360 1.507  0.10
H 0.608 -1.663 2.555  0.13
F 3.113 -1.072 2.434  0.06
Cl 4.075 1.375 1.093  0.74
H 1.660 2.493 0.120  0.12
H -2.423 3.189 0.524  0.14
H -1.834 2.225 1.889  0.14
H -2.325 0.043 -0.683  0.08
H -5.193 0.077 -0.651  0.12
H -4.130 -1.135 -1.420  0.13
H -4.517 -1.130 1.588  0.12
H -5.785 -1.804 0.538  0.13
H -2.107 -2.367 0.100  0.04
H -2.447 -3.917 0.897  0.09